Formula: C37H37BrN7OW
Source: OMol25
Level of theory: ωB97M-V/def2-TZVPD

energy above the lowest of the compared OMol25 structures with the same formula, charge and spin: 16.37 kJ/mol
LUMO energy (spin up / spin down): -0.1472 / -0.1860 Eh
strongest force on any atom: 1.6 eV Å⁻¹
total charge: +1
HOMO-LUMO gap (spin up / spin down): 0.2448 / 0.2295 Eh
2S+1: 3

```
84
Properties=species:S:1:pos:R:3:forces:R:3
W -0.352032 -0.174788 -0.238483 -1.0 -1.0 0.8
Br -1.223344 -1.287368 -2.501953 0.0 0.0 0.2
O -4.794486 -3.071861 1.779939 0.0 0.1 0.1
N 0.077990 2.653928 -3.569756 -0.4 0.2 -0.4
N 1.682415 -0.697297 -0.862491 0.4 -0.3 -0.4
N -0.087604 1.235428 -1.634230 0.0 -0.1 0.2
N -0.038125 1.904546 1.866836 0.7 0.3 1.5
N -1.657932 -0.588644 1.417195 0.4 0.3 -0.5
N -0.606792 1.685009 0.804238 -0.7 0.4 -0.9
N 1.679815 4.151182 -4.719436 -0.3 -0.2 0.2
C 0.796754 0.886303 2.303378 0.1 -0.1 0.5
C 3.147870 0.526001 -2.510447 0.0 -0.1 0.2
C 0.916629 -0.289455 1.550480 -0.3 0.4 -0.3
C -3.097559 -2.183324 0.465830 -0.3 -0.3 -0.2
C -0.666481 -4.931687 -0.615123 0.1 0.0 0.0
C 3.839105 2.493305 -0.461189 0.0 -0.1 0.0
C 5.591333 0.738757 -2.006446 0.0 0.0 0.0
C -2.597935 2.377690 -0.430924 0.0 0.1 0.1
C 2.385013 -1.104826 3.284920 0.0 0.0 0.1
C 1.464152 1.086803 3.510833 -0.1 0.2 0.0
C 2.877269 0.208304 -1.012965 -0.1 0.1 -0.2
C -1.532292 2.715575 0.391671 -0.1 0.0 -0.2
C -3.494904 3.353835 -0.826782 0.0 0.1 0.0
C 2.698118 -2.639844 -2.034686 0.0 0.0 0.0
C 2.268735 0.081417 4.005254 0.1 -0.1 0.0
C 1.724348 -1.284925 2.072433 0.0 -0.1 0.1
C 1.757386 -2.022715 -1.166131 0.0 0.0 0.0
C 4.378881 1.427643 -2.643869 0.0 0.0 0.1
C -2.264589 -0.580342 2.605742 -0.2 0.1 0.3
C 1.460209 -4.690288 -1.966054 0.0 -0.1 -0.1
C 0.536549 -4.150282 -1.069297 -0.1 -0.2 0.1
C -2.038506 -1.322505 0.422387 0.6 0.3 -0.8
C -3.322097 4.666269 -0.406807 0.0 0.0 0.0
C -1.354481 4.024454 0.817292 0.2 0.0 0.0
C 0.722078 -2.857191 -0.654619 0.3 0.0 -0.2
C 5.333422 0.512967 -0.510869 0.0 0.0 -0.1
C -3.761192 -2.231166 1.685430 -0.1 0.0 0.1
C -3.342016 -1.412882 2.761888 0.0 0.0 0.0
C 0.031795 1.943197 -2.568335 0.3 0.3 -0.3
C 5.076298 1.856195 0.171604 0.0 0.0 0.0
C 2.547941 -3.951788 -2.436974 0.1 -0.1 0.0
C 2.640095 1.547186 -0.287878 0.2 0.0 0.1
C 3.543958 -4.558481 -3.394996 0.0 0.0 0.1
C -2.253167 4.996313 0.415582 0.0 0.1 0.0
C 0.935432 3.460503 -4.164411 0.3 -0.1 0.2
C 4.117904 -0.403011 -0.317923 -0.1 0.0 0.0
C 4.105438 2.760980 -1.944621 0.0 -0.1 0.0
H -0.508860 4.269516 1.444173 0.0 0.0 0.0
H 4.965561 3.427294 -2.050994 0.0 0.0 0.0
H 4.530430 -4.631783 -2.931880 0.0 0.0 0.0
H 5.941519 2.512907 0.046595 0.0 0.0 0.0
H 1.872928 -2.213162 1.537584 0.0 0.0 0.0
H -1.531788 -4.629884 -1.213168 0.0 0.0 0.0
H -4.323448 3.091465 -1.471469 0.0 0.0 0.0
H 3.253526 3.261910 -2.412652 0.0 0.0 0.0
H 6.480367 1.362271 -2.133552 0.0 0.0 0.0
H -2.113993 6.019652 0.740552 0.0 0.0 0.0
H 1.329467 2.026126 4.036310 0.0 -0.1 0.0
H 4.925867 1.712492 1.247354 0.0 0.0 0.0
H -0.900124 -4.738943 0.433337 0.0 0.0 0.0
H -4.016401 5.432565 -0.728864 0.0 0.0 0.0
H -5.199778 -3.043607 2.655335 0.0 0.0 0.0
H -3.418033 -2.782514 -0.376282 0.0 0.0 0.0
H 3.241803 -5.558375 -3.704952 0.0 0.1 0.0
H 1.327396 -5.714574 -2.302686 0.0 0.1 0.0
H 4.359725 -1.395856 -0.679351 0.0 -0.2 -0.1
H 2.277607 1.027017 -2.925014 -0.1 0.1 -0.1
H 3.645152 -3.941549 -4.289303 0.0 0.0 0.0
H -1.893214 0.073065 3.385868 0.0 0.0 0.0
H 5.793365 -0.215024 -2.508362 0.0 0.0 0.0
H 6.198716 0.026395 -0.056114 0.0 0.0 0.0
H 4.561752 1.596836 -3.706345 0.0 0.0 0.0
H 3.517594 -2.087997 -2.458718 0.0 0.1 0.1
H 1.743562 2.034671 -0.653035 0.0 0.1 0.0
H 3.284160 -0.378836 -3.098067 0.0 0.0 0.0
H 0.050509 -2.483546 0.107195 -0.1 0.0 0.2
H 3.895581 -0.501621 0.750050 0.0 0.0 -0.1
H -2.741765 1.362875 -0.759500 0.0 -0.3 -0.1
H 3.602954 3.429275 0.048262 0.0 0.0 0.0
H -0.524038 -6.003820 -0.747229 0.0 0.0 0.0
H -3.866390 -1.435865 3.709000 0.0 0.0 0.0
H 2.803456 0.213456 4.936703 0.0 0.0 0.0
H 2.517234 1.355394 0.781548 0.1 0.0 -0.2
H 3.010505 -1.904179 3.665314 0.0 0.0 0.0
```
Positions in Å, forces in eV/Å.

---

Formula: C37H37CeClN7S3
Source: OMol25
Level of theory: ωB97M-V/def2-TZVPD

energy above the lowest of the compared OMol25 structures with the same formula, charge and spin: 0.00 kJ/mol
LUMO energy (spin up / spin down): -0.2054 / -0.2052 Eh
strongest force on any atom: 0.6 eV Å⁻¹
total charge: +2
HOMO-LUMO gap (spin up / spin down): 0.2602 / 0.2604 Eh
2S+1: 2

```
86
Properties=species:S:1:pos:R:3:forces:R:3
Ce 0.086765 -0.361838 0.039658 -0.2 0.0 -0.2
Cl -0.766687 -3.033593 -0.492148 0.1 0.2 0.0
S -4.906910 -2.345850 2.833436 -0.1 0.0 -0.1
S 6.928063 -0.225496 3.184758 0.1 0.0 0.1
S 6.182497 2.273476 -2.940223 -0.1 0.1 0.1
N 2.094870 0.826186 -1.483448 -0.1 -0.1 0.2
N -0.650412 -1.355897 2.396241 0.0 0.2 0.1
N -1.150098 1.584407 1.357251 -0.1 0.3 0.2
N -0.968868 1.668903 -1.527011 0.1 0.0 0.1
N -2.532300 -0.236644 -0.330214 -0.1 -0.1 0.1
N 5.539118 2.169159 -7.457579 0.0 0.0 0.1
N 1.899283 -0.442455 1.916199 0.1 0.0 0.0
C -5.725330 -3.349249 5.024381 0.1 0.0 0.0
C -0.093428 -1.808453 4.692655 0.0 -0.1 0.2
C 3.155608 -0.125942 1.654687 0.0 0.0 -0.1
C -1.272856 2.903362 -0.754629 0.0 0.0 -0.1
C 6.003369 0.625620 0.972837 0.1 0.1 -0.1
C -1.415884 -2.210025 4.925037 0.1 0.0 0.1
C -3.744134 -2.579686 4.083569 0.2 0.1 0.0
C 4.219361 -0.261279 2.564321 0.1 0.1 -0.1
C 6.284687 1.104089 -5.444923 0.0 0.0 0.0
C -2.340973 -2.194893 3.903164 -0.1 -0.1 0.0
C -2.107503 1.171134 -2.338658 0.0 0.0 0.0
C 3.776335 2.532276 -1.628630 0.0 0.0 0.1
C -6.169288 -2.976185 3.794820 0.0 0.0 0.0
C 1.593332 -0.927147 3.147599 0.0 0.1 -0.1
C 2.185013 -1.503253 5.455419 0.1 0.0 -0.1
C 0.244687 -1.354612 3.413502 0.0 0.0 -0.1
C -2.689384 -0.140954 -1.797158 0.0 0.1 0.1
C 5.242728 3.250870 -6.740362 0.0 -0.1 -0.1
C 8.030515 0.392763 2.044615 0.0 0.0 0.0
C -0.802172 2.853213 0.690774 -0.1 -0.1 0.0
C 4.574953 1.715911 -2.424569 0.1 0.0 -0.1
C -4.333812 -3.119656 5.189585 -0.1 -0.1 0.1
C 6.058387 1.125998 -6.815264 0.0 0.1 -0.1
C -1.870929 -1.783650 2.645409 0.0 -0.1 -0.1
C 2.561848 2.046349 -1.184552 0.0 0.0 -0.1
C 3.885355 -0.698939 3.827523 0.0 0.0 0.1
C 2.861382 0.052832 -2.267876 0.1 0.0 0.0
C -3.338200 0.759031 0.414935 0.0 0.0 -0.1
C 4.095223 0.451411 -2.747329 -0.1 0.0 -0.1
C 2.562112 -1.037666 4.146037 0.1 0.0 0.2
C 5.424706 3.335039 -5.366378 0.0 0.0 0.0
C 0.826528 -2.358792 -1.186976 0.1 -0.5 -0.3
C 5.588197 0.072913 2.154215 -0.2 -0.1 0.1
C 7.407600 0.810541 0.908022 -0.1 0.0 0.0
C -2.593085 1.371970 1.603921 0.0 0.0 -0.1
C 5.941421 2.228626 -4.710781 0.0 -0.2 0.0
C 0.914749 -1.859200 5.719236 -0.1 0.0 0.0
H 9.084624 0.411225 2.271792 0.0 0.0 0.0
H -0.203618 1.873855 -2.158259 0.0 0.0 0.0
H 2.947295 -1.563949 6.221603 0.0 0.0 0.0
H -2.839150 -1.170655 -0.078550 -0.1 0.0 0.0
H -3.800174 -3.362852 6.097824 0.0 0.0 0.0
H 6.735743 0.240874 -4.973896 0.0 0.0 0.0
H 5.179148 4.240206 -4.827622 0.0 0.0 0.0
H -4.260134 0.305187 0.784854 0.0 0.0 0.0
H -1.695915 -2.539470 5.918116 0.0 0.0 0.0
H -2.177159 -1.000021 -2.236915 0.0 0.0 0.0
H -3.647387 1.536609 -0.280306 0.0 0.0 0.0
H -2.879882 1.938981 -2.390443 0.0 0.0 0.0
H 7.928611 1.232541 0.061306 0.0 0.0 0.0
H 0.764468 -2.606420 -2.247799 0.0 0.1 0.0
H -6.361837 -3.778857 5.783196 0.0 0.0 0.0
H -1.779106 1.004924 -3.364094 0.0 0.0 0.0
H -0.704974 1.608210 2.271219 0.0 0.0 0.0
H 6.313904 0.265484 -7.422674 0.0 0.0 0.0
H -1.226306 3.712427 1.220593 0.0 0.0 0.0
H 1.586261 -3.013433 -0.753348 0.0 0.0 0.0
H 0.632745 -2.210342 6.703585 0.0 0.0 0.0
H -2.671155 0.705154 2.461631 0.0 0.0 0.0
H 5.335891 0.899542 0.167071 0.0 0.0 0.0
H -2.540994 -1.845298 1.796578 0.0 0.1 0.0
H 4.645501 -0.797184 4.594724 0.0 0.0 0.0
H 2.473667 -0.929840 -2.499339 0.0 0.0 0.0
H -2.347819 3.071626 -0.775973 0.0 0.0 0.0
H 4.677423 -0.222170 -3.361088 0.0 0.0 0.0
H -3.083846 2.309126 1.886312 0.0 0.0 0.0
H 1.932689 2.671873 -0.560326 0.0 0.0 0.0
H -0.825413 3.777272 -1.232006 0.0 0.0 0.0
H 4.102566 3.526965 -1.356152 0.0 0.0 0.0
H 0.285288 2.955249 0.739390 0.0 0.0 0.0
H 4.842190 4.095345 -7.289052 0.0 0.0 0.0
H 3.357522 0.244770 0.657521 0.0 0.0 0.0
H -7.169337 -3.041105 3.396866 0.0 0.0 0.0
H -3.741971 -0.203280 -2.086341 0.0 -0.1 -0.1
```
Positions in Å, forces in eV/Å.

---

Formula: C37H37CrF6N2O10PS3Te
Source: OMol25
Level of theory: ωB97M-V/def2-TZVPD

energy above the lowest of the compared OMol25 structures with the same formula, charge and spin: 293.57 kJ/mol
LUMO energy (spin up / spin down): 0.0723 / 0.0723 Eh
strongest force on any atom: 0.8 eV Å⁻¹
total charge: -1
HOMO-LUMO gap (spin up / spin down): 0.2650 / 0.2650 Eh
2S+1: 2

```
98
Properties=species:S:1:pos:R:3:forces:R:3
Te 0.110951 -2.078606 4.967769 -0.1 0.2 -0.1
Cr 0.170600 0.594235 0.070326 -0.5 -0.5 0.2
S -1.920404 2.406195 1.601927 -0.1 -0.4 0.0
S 4.606446 0.805825 -0.723625 0.1 0.3 0.5
S 1.016555 0.619338 3.238736 -0.4 0.2 -0.5
P -1.237167 -1.322725 3.030019 0.0 0.1 0.1
F 3.542468 -0.091853 3.521518 0.1 -0.1 0.0
F -1.604054 4.914862 2.127878 0.1 0.1 -0.1
F -1.885464 4.600931 -0.002577 0.0 0.1 -0.1
F 2.987798 1.561204 4.806403 0.1 0.0 0.0
F 3.283973 1.878215 2.690941 0.0 0.1 0.0
F 0.025148 4.158009 0.925585 0.0 0.0 0.0
O 1.292835 -0.602518 5.149363 0.0 -0.2 0.2
O -2.436414 -2.378076 2.984206 0.1 -0.1 0.1
O -1.000469 -0.998275 -3.601371 -0.2 -0.1 0.0
O -0.560816 -0.047204 -1.634016 -0.5 0.2 0.4
O 0.407971 -2.113076 -0.622496 -0.1 0.1 0.1
O 0.882831 1.305606 1.878947 0.2 -0.1 0.1
O -0.650369 -1.234855 1.673761 0.2 0.1 -0.2
O -3.364306 2.667372 1.639128 0.0 -0.1 0.0
O -1.576921 1.507574 0.393696 0.5 0.6 0.1
O -1.910795 0.075829 3.384690 0.0 0.2 0.1
N 2.217099 0.128752 -0.056620 0.1 0.0 0.0
N 0.293196 1.791215 4.194750 0.0 0.0 0.0
C 4.401504 -0.637965 0.211242 0.2 0.0 0.0
C 4.955799 -2.654635 1.336693 -0.1 0.0 0.0
C 2.899172 1.039620 -0.695182 0.1 0.2 0.1
C 3.053306 -0.843061 0.492819 -0.1 0.1 0.0
C -0.727188 1.401139 5.152144 0.1 0.0 0.1
C 0.006231 2.940938 -1.856934 0.1 0.0 0.0
C 0.580475 3.874484 -2.701090 0.0 0.0 0.0
C 3.998975 -5.364469 1.887687 0.0 0.1 0.0
C 3.599354 -2.888673 1.630826 0.1 -0.1 0.0
C -3.778005 -3.913074 4.230776 0.0 0.0 0.0
C 3.557145 -0.467889 -3.318927 -0.1 -0.3 -0.3
C -0.562566 -5.144279 -4.215807 0.0 0.0 0.0
C -0.204518 -3.492036 -2.498265 0.1 0.1 0.0
C 2.214508 -0.705787 -3.048652 0.0 -0.1 -0.2
C -3.417826 -2.460387 4.026283 -0.1 0.1 0.0
C 4.508700 -1.443973 -3.063866 -0.1 -0.2 -0.1
C 3.476107 -3.942467 3.882870 0.0 0.1 0.0
C -0.002136 -3.949200 -3.797075 0.0 0.0 0.0
C 0.381469 -2.166911 -2.037902 -0.1 -0.4 0.0
C -1.548486 -5.445216 -2.050819 0.0 0.0 0.0
C 3.194878 -4.153858 2.390649 0.0 0.0 0.0
C 5.369445 -1.536656 0.644074 -0.1 0.0 0.0
C -2.039099 0.848830 4.583726 -0.1 -0.1 -0.1
C 1.810696 -1.926206 -2.520885 0.0 -0.1 -0.1
C 0.806421 2.053686 -1.136373 0.0 0.0 0.1
C -0.527353 -0.995571 -2.477505 0.6 0.2 -0.3
C 2.771765 -2.905814 -2.280054 -0.1 0.0 0.0
C 2.775555 3.046931 -2.203266 0.0 0.0 0.0
C -1.301234 4.105876 1.086248 -0.1 -0.1 -0.1
C -0.989214 -4.243569 -1.630909 0.0 0.0 0.0
C 1.711117 -4.471227 2.182848 0.0 0.1 0.0
C 4.111746 -2.669618 -2.543050 0.0 0.0 -0.1
C 1.966591 3.942956 -2.868597 0.0 0.0 0.0
C 2.823214 1.022253 3.607067 -0.1 0.1 0.1
C 2.183572 2.109574 -1.352992 0.1 0.0 0.0
C 2.659955 -1.952260 1.242226 -0.1 0.1 0.0
C -1.334726 -5.900665 -3.341988 0.0 0.0 0.0
H 4.527887 -3.698543 4.044795 0.0 0.0 0.0
H 1.619267 -2.040926 1.518732 -0.1 0.0 -0.1
H -0.055280 4.560226 -3.248527 0.0 0.0 0.0
H -4.284200 -1.873860 3.714710 0.0 0.0 0.0
H -1.069443 2.889439 -1.756142 0.0 0.0 0.0
H -2.159656 -6.019373 -1.365699 0.0 0.0 0.0
H -2.941101 -4.463478 4.661759 0.0 0.0 0.0
H 0.587451 -3.354093 -4.481777 0.0 0.0 0.0
H -0.017903 2.506906 3.544380 0.0 0.0 0.0
H 3.978629 -5.421359 0.797236 0.0 0.0 0.0
H 2.876029 -3.120235 4.276654 0.0 0.0 0.0
H -1.772677 -6.834797 -3.671137 0.0 0.0 0.0
H -3.023959 -2.023800 4.948114 0.0 0.0 0.0
H 6.417053 -1.371445 0.430116 0.0 0.0 0.0
H -4.633429 -3.996533 4.902484 0.0 0.0 0.0
H -2.526007 0.251475 5.357456 0.0 0.0 0.0
H 2.464898 -3.866162 -1.877731 0.0 0.0 0.0
H 3.857122 0.491335 -3.722971 0.0 0.0 0.0
H 1.483041 0.071199 -3.235924 0.0 0.0 0.0
H -2.704699 1.660628 4.288556 0.0 0.0 0.0
H -1.181660 -3.872473 -0.631788 0.0 0.0 0.0
H 4.846145 -3.438876 -2.338748 0.0 0.0 0.0
H -0.400863 -5.485658 -5.230711 0.0 0.0 0.0
H 3.565649 -6.283423 2.286597 0.0 0.0 0.0
H 3.241083 -4.847517 4.449324 0.0 0.0 0.0
H 1.056163 -3.678039 2.549991 0.1 -0.1 0.0
H 1.495035 -4.644340 1.124026 0.0 0.0 0.0
H -0.983378 2.303991 5.712030 0.0 0.0 0.0
H 2.399190 4.679338 -3.533579 0.0 0.0 0.0
H 3.850908 3.060789 -2.346738 0.0 0.0 0.0
H -0.266696 0.700933 5.839790 0.0 -0.1 0.0
H 0.910796 -2.865719 -0.292723 0.1 0.0 0.0
H -4.037217 -4.371451 3.276794 0.0 0.0 0.0
H 5.703558 -3.365122 1.660242 0.0 0.0 0.0
H 5.041231 -5.331086 2.206636 0.0 0.0 0.0
H 5.554576 -1.251893 -3.267642 0.0 0.0 0.0
H 1.452515 -5.384553 2.722536 0.0 0.0 0.0
```
Positions in Å, forces in eV/Å.

---

> What is the formula in the second record?

C37H37CeClN7S3

---

> Among the records above, which one has the lowest energy above the lowest of the compared OMol25 structures with the same formula, charge and spin?

C37H37CeClN7S3